--- a ---
This record from the OMol25 dataset describes a cluster of 2 separate species, C32H33BF3NO2S in total. The level of theory is ωB97M-V with the def2-TZVPD basis set.

Geometry (Å):
C -4.384 6.276 2.179
C -3.605 5.100 2.638
C -3.313 4.662 3.917
C -2.624 3.397 3.935
C -2.380 2.925 2.664
B -1.989 1.405 2.188
C -0.321 1.563 2.150
C 0.406 1.580 3.341
C 1.717 2.080 3.385
C 2.330 2.512 2.216
C 3.697 3.177 2.282
F 4.413 3.013 1.122
F 3.614 4.525 2.500
F 4.471 2.668 3.297
C 1.662 2.401 1.001
C 0.353 1.888 0.969
O -2.683 0.733 3.287
C -3.746 -0.022 2.685
C -3.214 -1.409 2.473
C -4.939 -0.183 3.631
C -3.965 0.668 1.256
C -4.364 -0.311 0.156
C -5.014 1.774 1.308
O -2.650 1.163 0.944
S -2.835 4.074 1.448
H -4.717 6.835 3.064
H -3.751 6.909 1.534
H -5.265 5.943 1.593
H -3.621 5.226 4.795
H -2.346 2.917 4.859
H -0.072 1.261 4.265
H 2.235 2.146 4.342
H 2.137 2.732 0.079
H -0.158 1.805 0.012
H -3.913 -2.087 1.961
H -2.265 -1.338 1.906
H -2.960 -1.822 3.449
H -5.642 -0.930 3.222
H -4.602 -0.575 4.603
H -5.481 0.756 3.802
H -5.207 -0.912 0.512
H -4.688 0.236 -0.735
H -3.542 -0.973 -0.139
H -6.019 1.333 1.441
H -4.826 2.474 2.129
H -5.014 2.322 0.357
C 0.357 -1.533 3.801
C -0.389 -1.607 2.532
N -0.669 -2.854 1.999
C -0.456 -3.161 0.638
C 0.500 -2.604 -0.203
C 0.863 -3.343 -1.334
C 0.244 -4.578 -1.638
C -0.807 -5.050 -0.839
C -1.120 -4.370 0.338
C -1.944 -4.715 1.478
C -1.577 -3.846 2.527
C -2.157 -3.910 3.785
C -3.327 -4.672 3.916
C -3.731 -5.518 2.871
C -3.027 -5.584 1.663
H 1.249 -0.928 3.562
H -0.253 -1.019 4.575
H 0.678 -2.527 4.174
H -0.221 -0.789 1.818
H 0.911 -1.625 0.039
H 1.659 -2.976 -1.988
H 0.602 -5.183 -2.479
H -1.342 -5.965 -1.095
H -1.763 -3.304 4.602
H -3.914 -4.602 4.834
H -4.602 -6.151 3.039
H -3.332 -6.261 0.864

Output
Spin multiplicity   1
Lowest unoccupied orbital energy   -2.66 eV
HOMO   -6.61 eV
HOMO-LUMO gap   3.95 eV

Mulliken analysis output, partial charges in e: C -1.1975; C 0.6527; C -0.7936; C -1.0668; C 0.2832; B 1.1962; C 0.1567; C -0.8996; C -0.9957; C 0.4006; C 0.8202; F -0.2779; F -0.2551; F -0.2782; C -0.9462; C -0.6724; O -0.4825; C 1.6231; C -1.3634; C -2.1036; C 2.1965; C -1.9487; C -2.0591; O -0.5701; S -0.2851; H 0.3450; H 0.2718; H 0.2306; H 0.3511; H 0.4791; H 0.7529; H 0.4287; H 0.4260; H 0.6026; H 0.4850; H -0.5079; H 0.6266; H 0.3117; H 0.3840; H 0.4455; H 0.3206; H 0.5096; H 0.2390; H 0.3915; H 0.3665; H 0.4208; C -2.0980; C 0.3653; N 0.7186; C 0.5162; C -0.7874; C -0.6313; C -0.6791; C -0.5217; C 0.2155; C 0.5328; C 0.4585; C -0.4642; C -0.6026; C -0.6579; C -0.5973; H 0.3800; H 0.2965; H 0.4955; H 0.6235; H 0.5355; H 0.4072; H 0.3765; H 0.4113; H 0.4255; H 0.4397; H 0.3815; H 0.4457

=====

--- b ---
This record from the OMol25 dataset describes a cluster of 2 separate species, C32H33BF3NO2S in total. The level of theory is ωB97M-V with the def2-TZVPD basis set.

Geometry (Å):
C -1.829 4.824 0.004
C -0.583 4.162 0.443
C -0.138 3.986 1.744
C 1.085 3.263 1.820
C 1.548 2.829 0.586
B -2.078 -0.610 0.386
C 2.798 2.150 0.326
C 3.371 1.294 1.292
C 4.534 0.594 1.002
C 5.145 0.772 -0.233
C 6.377 0.002 -0.599
F 6.119 -0.863 -1.642
F 7.392 0.819 -1.020
F 6.865 -0.755 0.421
C 4.634 1.655 -1.178
C 3.473 2.347 -0.895
O -3.033 -0.530 1.353
C -4.258 -0.989 0.708
C -4.502 -2.417 1.184
C -5.369 -0.084 1.201
C -3.903 -0.907 -0.841
C -4.455 -2.006 -1.719
C -4.240 0.455 -1.457
O -2.449 -1.040 -0.851
S 0.552 3.510 -0.685
H -2.387 5.170 0.878
H -1.607 5.686 -0.637
H -2.461 4.130 -0.566
H -0.685 4.362 2.605
H 1.611 3.034 2.742
H 2.885 1.171 2.263
H 4.961 -0.090 1.731
H 5.133 1.784 -2.136
H 3.067 3.040 -1.632
H -5.472 -2.782 0.821
H -3.711 -3.101 0.845
H -4.520 -2.436 2.282
H -6.323 -0.358 0.737
H -5.475 -0.199 2.287
H -5.159 0.971 0.990
H -5.546 -1.921 -1.788
H -4.044 -1.913 -2.732
H -4.202 -3.001 -1.337
H -5.327 0.580 -1.553
H -3.842 1.293 -0.865
H -3.805 0.517 -2.464
C -0.387 0.515 2.006
C -0.556 0.293 0.528
N 0.372 -0.687 0.005
C 1.212 -0.560 -1.097
C 1.175 0.363 -2.130
C 2.131 0.242 -3.143
C 3.055 -0.813 -3.141
C 3.021 -1.796 -2.153
C 2.081 -1.679 -1.139
C 1.691 -2.551 -0.067
C 0.600 -1.933 0.599
C -0.138 -2.622 1.551
C 0.284 -3.916 1.903
C 1.385 -4.518 1.272
C 2.093 -3.839 0.272
H 0.655 0.759 2.250
H -1.033 1.341 2.320
H -0.665 -0.372 2.587
H -0.545 1.200 -0.087
H 0.417 1.142 -2.118
H 2.168 0.989 -3.936
H 3.810 -0.859 -3.928
H 3.703 -2.646 -2.145
H -1.028 -2.182 1.998
H -0.262 -4.461 2.672
H 1.680 -5.528 1.561
H 2.935 -4.278 -0.260

Output
SMILES string   C[C@H](B1OC(C)(C)C(C)(C)O1)n1c2ccccc2c2ccccc21.Cc1ccc(-c2ccc(C(F)(F)F)cc2)s1
Spin multiplicity   1
Lowest unoccupied orbital energy   0.14 eV
HOMO   -7.30 eV
HOMO-LUMO gap   7.45 eV

Mulliken analysis output, partial charges in e: C -1.2438; C 0.7717; C -0.8731; C -0.1089; C 0.4566; B 1.2812; C 0.7379; C -0.6244; C -1.0463; C 0.4302; C 0.7773; F -0.2090; F -0.2805; F -0.2951; C -1.0625; C -0.3103; O -0.6833; C 1.6190; C -1.9318; C -1.7458; C 1.4049; C -1.7223; C -1.8333; O -0.5766; S -0.2803; H 0.3731; H 0.3173; H 0.2273; H 0.3973; H 0.5177; H 0.2263; H 0.4551; H 0.3837; H 0.4234; H 0.3734; H 0.3445; H 0.4654; H 0.3626; H 0.4349; H 0.3126; H 0.3485; H 0.4380; H 0.3533; H 0.3909; H 0.1995; H 0.4482; C -1.6640; C -0.1184; N 1.6681; C 0.3372; C -0.5812; C -0.8598; C -0.8645; C -0.0934; C 0.0354; C -0.4597; C 1.3311; C -0.8154; C -1.2243; C -0.7693; C -0.3891; H 0.1444; H 0.2975; H 0.5933; H -0.2602; H 0.5195; H 0.4260; H 0.4154; H 0.4152; H 0.2560; H 0.4072; H 0.3599; H 0.4485

=====

Which is most stable, and by how much? b, by 484.1 kJ/mol.

=====

--- a ---
This record from the OMol25 dataset describes the molecule C5H7N3OS. The level of theory is ωB97M-V with the def2-TZVPD basis set.

Geometry (Å):
C -3.693 0.872 -0.431
C -2.630 1.545 0.077
C -2.209 -0.595 0.050
C 0.139 -2.166 0.024
C 2.213 -1.184 -0.310
N -3.389 -0.483 -0.512
N -1.608 0.655 0.383
N -0.504 0.879 0.954
O 0.836 -1.167 -0.438
S -1.518 -2.109 0.290
H -4.600 1.205 -0.655
H -2.405 2.659 -0.026
H 0.598 -3.093 0.374
H 2.747 -1.016 0.773
H 2.688 -0.507 -1.080
H 2.449 -2.261 -0.590
H -0.333 1.838 1.201

Output
Spin multiplicity   1
Lowest unoccupied orbital energy (spin up / spin down)   -0.65 / 0.46 eV
HOMO (spin up / spin down)   -6.34 / -7.83 eV
HOMO-LUMO gap (spin up / spin down)   5.69 / 8.29 eV

Mulliken analysis output, partial charges in e: C -0.5491; C -0.0699; C 0.3953; C -0.0968; C -0.6745; N -0.5680; N 0.8636; N -1.0840; O -0.2177; S -0.1713; H 0.5241; H 0.2762; H 0.3477; H 0.2467; H 0.2465; H 0.3187; H 0.2125

=====

--- b ---
This record from the OMol25 dataset describes the molecule C5H7N3OS. The level of theory is ωB97M-V with the def2-TZVPD basis set.

Geometry (Å):
C -0.877 -0.943 -1.187
C -0.317 0.345 -1.385
C 0.008 -1.011 0.905
C 0.457 0.952 -0.247
C 0.125 -2.072 2.079
N -0.505 -1.692 -0.206
N 0.458 0.177 0.926
N -0.034 2.335 -0.024
O 0.039 2.480 -2.804
S -0.699 1.222 -2.788
H -1.477 -1.470 -1.921
H 1.524 0.992 -0.520
H -0.362 -1.806 2.997
H 1.179 -1.991 2.147
H -0.197 -3.046 1.752
H 0.237 2.566 0.932
H 0.442 2.960 -0.654

Output
Spin multiplicity   1
Lowest unoccupied orbital energy (spin up / spin down)   -1.60 / -1.60 eV
HOMO (spin up / spin down)   -9.02 / -9.02 eV
HOMO-LUMO gap (spin up / spin down)   7.42 / 7.42 eV

Mulliken analysis output, partial charges in e: C -0.2956; C 0.1614; C 0.5053; C 0.5647; C -0.9660; N -0.4476; N -0.5730; N -0.7675; O -0.4902; S 0.3252; H 0.4182; H 0.1684; H 0.2954; H 0.2702; H 0.3097; H 0.2559; H 0.2656

=====

Which is most stable, and by how much? b, by 309.6 kJ/mol.

=====

--- a ---
This record from the OMol25 dataset describes a cluster of 3 separate species, C5H15NO2 in total. The level of theory is ωB97M-V with the def2-TZVPD basis set.

Geometry (Å):
C 2.361 0.338 -0.820
C 0.957 0.371 -1.543
C -0.233 0.622 -0.685
C -0.310 1.596 0.242
C -1.802 -0.226 -2.431
N -1.417 -0.041 -1.047
H 2.886 1.280 -0.693
H 2.259 0.016 0.217
H 2.878 -0.391 -1.401
H 0.882 -0.596 -2.062
H 0.941 1.072 -2.358
H -1.294 1.863 0.603
H 0.549 2.119 0.617
H -2.840 -0.629 -2.543
H -1.258 -1.119 -2.802
H -1.755 0.721 -2.973
H -2.201 0.260 -0.483
H -3.960 -0.980 3.355
H -2.881 -1.577 4.187
O -3.706 -1.105 4.276
H 3.288 -1.946 2.491
H 3.575 -0.637 3.300
O 3.082 -1.010 2.553

Output
SMILES string   C=C(CC)NC.O.O
Spin multiplicity   1
Lowest unoccupied orbital energy   0.70 eV
HOMO   -7.78 eV
HOMO-LUMO gap   8.48 eV

Mulliken analysis output, partial charges in e: C -1.1822; C -0.3073; C 0.7864; C -1.2787; C -0.9345; N -0.2892; H 0.2953; H 0.2639; H 0.3864; H 0.2104; H 0.3658; H 0.2628; H 0.2748; H 0.3548; H 0.2705; H 0.2886; H 0.2442; H 0.3152; H 0.3192; O -0.6349; H 0.3119; H 0.3101; O -0.6333

=====

--- b ---
This record from the OMol25 dataset describes a cluster of 3 separate species, C5H15NO2 in total. The level of theory is ωB97M-V with the def2-TZVPD basis set.

Geometry (Å):
N -0.225 -0.947 0.032
C -0.196 -1.005 1.527
C 0.039 0.407 2.132
C 0.725 1.006 0.974
C 0.021 0.457 -0.301
C 0.555 0.533 -1.736
H -1.076 -1.253 -0.415
H -1.160 -1.336 2.028
H 0.533 -1.791 1.834
H 0.489 0.300 3.187
H -0.980 0.975 2.383
H 1.708 0.905 1.029
H 0.477 2.169 0.922
H -0.951 1.165 -0.267
H -0.036 -0.055 -2.523
H 1.645 0.445 -1.727
H 0.598 1.620 -2.163
H 1.793 -1.510 -1.663
H 2.826 -2.553 -2.117
O 2.229 -1.829 -2.462
H -2.115 1.050 0.882
H -2.933 0.936 -0.449
O -2.993 1.475 0.370

Output
SMILES string   C[C@@H]1CCCN1.O.O
Spin multiplicity   1
Lowest unoccupied orbital energy   0.65 eV
HOMO   -9.18 eV
HOMO-LUMO gap   9.83 eV

Mulliken analysis output, partial charges in e: N -0.2900; C -0.4578; C -0.6684; C -0.6594; C 0.8553; C -1.9966; H 0.2927; H 0.2683; H 0.3527; H 0.3276; H 0.2412; H 0.4758; H 0.2435; H -0.1272; H 0.2537; H 0.5699; H 0.3490; H 0.3174; H 0.3036; O -0.6472; H 0.3540; H 0.3405; O -0.6986

=====

Which is most stable, and by how much? a, by 102.9 kJ/mol.